Record 1
The following is a DFT calculation (ωB97M-V/def2-TZVPD) of a 13-piece molecular cluster, C50H77NO40S overall at a distorted geometry.

Molar mass (g mol⁻¹): 1364.2
E_tot (Ha): -5414.00355
F_max (eV Å⁻¹): 6.345
Lowest unoccupied orbital energy (eV): -0.002
Net charge: 0
Multiplicity: 1
Gap between HOMO and LUMO (eV): 8.9

CARTESIAN COORDINATES (ANGSTROEM)
C 4.812 -1.114 1.244
C 4.845 0.444 1.004
C 4.756 0.835 -0.525
C 3.720 1.218 1.755
C 3.918 1.311 3.315
C 2.294 0.663 1.430
O 1.403 1.775 1.220
C 0.061 1.411 1.329
C -0.311 0.039 0.656
C -0.494 -1.177 1.625
C -0.616 -2.484 0.735
C 0.266 -3.646 1.318
N 1.519 -3.854 0.527
C -0.763 2.526 0.573
C -2.196 2.784 1.170
C -2.746 1.654 2.091
O -2.045 1.481 3.335
S -0.394 1.567 3.118
O -0.027 2.962 3.505
O 0.343 0.639 4.014
H 4.439 -1.672 0.354
H 4.243 -1.382 2.166
H 5.851 -1.463 1.417
H 5.819 0.808 1.391
H 4.966 -0.032 -1.183
H 5.557 1.586 -0.714
H 3.796 1.338 -0.757
H 3.726 2.267 1.369
H 3.588 2.326 3.628
H 4.992 1.179 3.564
H 3.260 0.588 3.837
H 2.383 0.123 0.458
H 1.972 -0.036 2.223
H 0.372 -0.227 -0.179
H -1.304 0.193 0.169
H -1.408 -1.067 2.244
H 0.352 -1.343 2.315
H -1.673 -2.814 0.625
H -0.227 -2.277 -0.290
H 0.559 -3.489 2.378
H -0.333 -4.581 1.271
H 2.277 -3.896 1.201
H 1.694 -3.039 -0.056
H -0.758 2.364 -0.523
H -0.179 3.462 0.731
H -2.891 2.832 0.299
H -2.292 3.776 1.660
H -3.794 1.921 2.356
H -2.797 0.680 1.550
C 3.645 -5.292 -2.370
C 3.515 -4.491 -3.635
O 2.959 -3.257 -3.168
C 3.284 -3.137 -1.859
O 3.117 -2.146 -1.214
O 3.821 -4.277 -1.376
H 4.488 -5.967 -2.389
H 2.742 -5.859 -2.138
H 4.480 -4.286 -4.106
H 2.859 -4.959 -4.366
C -6.422 -1.136 0.305
C -5.027 -1.505 0.725
O -4.231 -1.046 -0.368
C -4.934 -0.065 -0.992
O -4.487 0.643 -1.837
O -6.204 0.005 -0.525
H -7.054 -0.891 1.140
H -6.902 -1.920 -0.286
H -4.713 -0.982 1.633
H -4.903 -2.577 0.874
C -11.062 -2.146 2.715
C -9.688 -2.532 3.177
O -8.858 -2.091 2.094
C -9.527 -1.104 1.443
O -9.050 -0.412 0.599
O -10.805 -1.012 1.878
H -11.723 -1.881 3.537
H -11.537 -2.928 2.117
H -9.388 -2.007 4.088
H -9.586 -3.591 3.333
C -4.224 5.451 -0.503
C -4.511 6.638 -1.381
O -3.262 7.329 -1.388
C -2.293 6.424 -1.102
O -1.128 6.640 -1.192
O -2.824 5.245 -0.702
H -4.792 4.568 -0.793
H -4.404 5.658 0.555
H -4.763 6.351 -2.405
H -5.304 7.272 -0.986
C 0.622 -1.618 -6.400
C 2.116 -1.454 -6.343
O 2.586 -2.783 -6.562
C 1.612 -3.456 -7.225
O 1.749 -4.534 -7.703
O 0.463 -2.737 -7.271
H 0.118 -0.739 -6.800
H 0.190 -1.863 -5.427
H 2.498 -0.809 -7.138
H 2.460 -1.074 -5.382
C -0.023 9.041 -3.604
C 1.366 8.485 -3.738
O 1.563 8.481 -5.152
C 0.732 9.411 -5.686
O 0.765 9.773 -6.815
O -0.147 9.873 -4.757
H -0.155 9.620 -2.691
H -0.789 8.264 -3.644
H 2.121 9.127 -3.276
H 1.457 7.481 -3.327
C -8.778 -7.588 4.709
C -8.452 -6.427 5.608
O -9.070 -5.329 4.932
C -10.061 -5.833 4.159
O -10.876 -5.169 3.592
O -10.008 -7.181 4.109
H -8.902 -8.521 5.257
H -8.033 -7.735 3.923
H -8.898 -6.525 6.601
H -7.381 -6.265 5.715
C 10.416 2.274 0.803
C 9.156 2.771 0.151
O 8.323 1.612 0.156
C 8.757 0.800 1.153
O 8.176 -0.166 1.531
O 9.935 1.235 1.661
H 10.925 3.045 1.375
H 11.115 1.845 0.088
H 8.667 3.560 0.728
H 9.322 3.127 -0.864
C -3.548 11.391 -3.578
C -2.647 11.111 -2.408
O -3.384 11.637 -1.307
C -4.694 11.647 -1.663
O -5.590 11.867 -0.917
O -4.845 11.369 -2.983
H -3.466 10.639 -4.361
H -3.375 12.378 -4.015
H -2.487 10.041 -2.249
H -1.680 11.605 -2.498
C 15.170 0.771 1.169
C 15.544 1.966 2.001
O 14.890 3.037 1.323
C 13.856 2.507 0.626
O 13.010 3.145 0.088
O 13.907 1.153 0.624
H 15.079 -0.140 1.758
H 15.870 0.595 0.348
H 15.157 1.905 3.021
H 16.620 2.130 2.041
C -8.601 -6.112 -0.747
C -8.196 -5.342 0.480
O -8.109 -6.363 1.474
C -7.893 -7.539 0.833
O -7.608 -8.554 1.381
O -8.041 -7.403 -0.506
H -8.203 -5.681 -1.664
H -9.685 -6.210 -0.841
H -7.217 -4.867 0.374
H -8.927 -4.586 0.762
C 3.461 -8.449 1.560
C 4.826 -9.070 1.438
O 5.005 -9.158 0.026
C 4.204 -8.225 -0.544
O 4.237 -7.921 -1.693
O 3.362 -7.679 0.364
H 3.364 -7.815 2.440
H 2.661 -9.194 1.569
H 5.613 -8.437 1.855
H 4.883 -10.055 1.900

Atomic partial charges in e from the Mulliken method, atoms 1 to 99: atom 1 (C): -0.84, atom 2 (C): 1.12, atom 3 (C): -1.34, atom 4 (C): -0.23, atom 5 (C): -1.45, atom 6 (C): 0.29, atom 7 (O): -0.53, atom 8 (C): 1.80, atom 9 (C): -1.90, atom 10 (C): 0.05, atom 11 (C): -0.77, atom 12 (C): -0.75, atom 13 (N): -0.37, atom 14 (C): -1.81, atom 15 (C): -0.07, atom 16 (C): 0.23, atom 17 (O): -0.49, atom 18 (S): 1.56, atom 19 (O): -0.78, atom 20 (O): -0.67, atom 21 (H): -0.14, atom 22 (H): 0.26, atom 23 (H): 0.25, atom 24 (H): 0.17, atom 25 (H): 0.22, atom 26 (H): 0.31, atom 27 (H): 0.32, atom 28 (H): 0.46, atom 29 (H): 0.35, atom 30 (H): 0.42, atom 31 (H): 0.25, atom 32 (H): -0.30, atom 33 (H): -0.16, atom 34 (H): 0.68, atom 35 (H): 0.47, atom 36 (H): 0.41, atom 37 (H): 0.18, atom 38 (H): 0.17, atom 39 (H): 0.52, atom 40 (H): 0.39, atom 41 (H): 0.26, atom 42 (H): 0.25, atom 43 (H): 0.03, atom 44 (H): 0.40, atom 45 (H): 0.39, atom 46 (H): 0.20, atom 47 (H): 0.19, atom 48 (H): 0.50, atom 49 (H): -0.65, atom 50 (C): -0.23, atom 51 (C): -0.37, atom 52 (O): -0.28, atom 53 (C): 0.53, atom 54 (O): -0.47, atom 55 (O): -0.21, atom 56 (H): 0.33, atom 57 (H): 0.21, atom 58 (H): 0.25, atom 59 (H): 0.30, atom 60 (C): -0.05, atom 61 (C): -0.23, atom 62 (O): -0.29, atom 63 (C): 0.68, atom 64 (O): -0.60, atom 65 (O): -0.32, atom 66 (H): 0.03, atom 67 (H): 0.15, atom 68 (H): 0.27, atom 69 (H): 0.39, atom 70 (C): -0.30, atom 71 (C): 0.35, atom 72 (O): -0.37, atom 73 (C): 0.75, atom 74 (O): -0.51, atom 75 (O): -0.39, atom 76 (H): 0.35, atom 77 (H): 0.27, atom 78 (H): 0.30, atom 79 (H): -0.38, atom 80 (C): -0.42, atom 81 (C): -0.42, atom 82 (O): -0.25, atom 83 (C): 0.51, atom 84 (O): -0.54, atom 85 (O): -0.14, atom 86 (H): 0.36, atom 87 (H): 0.27, atom 88 (H): 0.27, atom 89 (H): 0.35, atom 90 (C): -0.28, atom 91 (C): -0.22, atom 92 (O): -0.33, atom 93 (C): 0.67, atom 94 (O): -0.53, atom 95 (O): -0.34, atom 96 (H): 0.31, atom 97 (H): 0.23, atom 98 (H): 0.27, atom 99 (H): 0.24

Record 2
The following is a DFT calculation (ωB97M-V/def2-TZVPD) of C21H38As6F36N5O3 as an isolated structure at a distorted geometry.

Relative energy (zero: lowest compared OMol25 entry of this formula, charge and spin) (eV): 0.0000
Molar mass (g mol⁻¹): 1542.0
E_tot (Ha): -18332.97770
F_max (eV Å⁻¹): 3.451
Lowest unoccupied orbital energy (eV): -1.307
Net charge: -1
Multiplicity: 1
Gap between HOMO and LUMO (eV): 6.0

CARTESIAN COORDINATES (ANGSTROEM)
C 1.999 -0.770 1.217
C 1.264 -0.491 -0.067
O 0.287 -1.095 -0.398
N 1.934 0.336 -1.092
H 2.315 1.165 -0.601
H 2.704 -0.234 -1.465
C 1.126 0.746 -2.295
H 1.876 -1.830 1.425
H 1.637 -0.210 2.080
H 3.058 -0.515 1.136
H 1.633 1.475 -2.923
H 0.163 1.143 -1.986
H 0.917 -0.064 -2.994
C -0.261 -4.820 -0.232
C -0.426 -5.619 1.016
O -0.226 -5.192 2.097
N -0.915 -7.042 0.849
H -1.896 -6.926 1.127
H -1.002 -7.276 -0.142
C -0.188 -8.022 1.760
H -0.231 -3.747 -0.040
H -0.987 -5.022 -1.021
H 0.737 -5.063 -0.619
H -0.547 -7.855 2.772
H 0.864 -7.802 1.624
H -0.566 -9.018 1.542
C -2.441 -0.937 -3.026
C -3.491 -1.098 -4.122
O -3.358 -1.739 -5.093
N -4.758 -0.239 -3.918
H -5.293 -0.610 -3.139
H -4.425 0.723 -3.763
C -5.698 -0.346 -5.116
H -2.009 0.056 -3.141
H -1.706 -1.728 -3.134
H -2.976 -0.940 -2.073
H -5.253 0.206 -5.936
H -6.569 0.208 -4.766
H -5.926 -1.394 -5.261
C -5.700 0.036 1.564
N -4.502 0.728 2.089
C -4.645 1.805 2.852
C -3.531 2.483 3.330
C -2.276 2.041 2.978
C -2.202 0.874 2.199
C -3.301 0.223 1.687
C -1.060 2.649 3.560
C -0.110 1.968 4.294
C 0.905 2.718 4.890
N 1.052 4.027 4.632
C 0.266 4.652 3.744
C -0.829 3.979 3.231
C 2.191 4.721 5.238
H -5.609 -1.005 1.861
H -5.677 0.137 0.480
H -6.578 0.523 1.976
H -5.666 2.139 2.953
H -3.647 3.346 3.970
H -1.237 0.447 1.951
H -3.273 -0.571 0.959
H -0.343 0.980 4.670
H 1.543 2.277 5.645
H 0.373 5.702 3.524
H -1.537 4.579 2.678
H 2.181 5.789 5.047
H 3.095 4.256 4.850
H 2.140 4.583 6.317
As 5.190 1.707 -3.956
F 4.724 1.659 -5.644
F 6.442 0.510 -4.248
F 5.718 1.776 -2.295
F 3.829 2.809 -3.711
F 4.046 0.427 -3.510
F 6.274 3.060 -4.314
As 1.958 4.179 -0.083
F 3.565 4.577 -0.600
F 2.633 2.596 0.358
F 0.355 3.713 0.467
F 1.333 5.718 -0.630
F 1.680 3.549 -1.688
F 2.242 4.770 1.560
As 5.057 -2.248 -0.940
F 4.345 -2.859 0.569
F 3.478 -1.877 -1.605
F 5.818 -1.589 -2.363
F 6.681 -2.585 -0.332
F 5.064 -3.877 -1.594
F 5.126 -0.654 -0.158
As 2.418 -0.895 5.861
F 3.585 -2.045 5.262
F 1.742 -2.213 6.802
F 1.207 0.189 6.509
F 3.188 0.424 4.992
F 1.437 -1.218 4.434
F 3.462 -0.477 7.205
As -2.987 2.635 -1.314
F -4.473 1.977 -0.668
F -2.539 3.365 0.240
F -1.518 3.238 -2.049
F -3.500 2.010 -2.876
F -3.822 4.148 -1.619
F -2.186 1.119 -0.943
As 0.739 -1.717 -5.788
F 1.100 -2.199 -4.140
F 1.764 -2.980 -6.471
F 0.339 -1.286 -7.462
F -0.363 -0.458 -5.210
F 2.105 -0.654 -5.799
F -0.645 -2.823 -5.697

Atomic partial charges in e from the Mulliken method, atoms 1 to 99: atom 1 (C): -1.00, atom 2 (C): 0.51, atom 3 (O): -0.43, atom 4 (N): 0.91, atom 5 (H): 0.32, atom 6 (H): 0.17, atom 7 (C): -0.28, atom 8 (H): 0.34, atom 9 (H): 0.05, atom 10 (H): 0.34, atom 11 (H): 0.16, atom 12 (H): 0.10, atom 13 (H): 0.13, atom 14 (C): -0.81, atom 15 (C): 0.45, atom 16 (O): -0.41, atom 17 (N): -0.12, atom 18 (H): 0.37, atom 19 (H): 0.39, atom 20 (C): -0.74, atom 21 (H): 0.00, atom 22 (H): 0.44, atom 23 (H): 0.40, atom 24 (H): 0.32, atom 25 (H): 0.35, atom 26 (H): 0.36, atom 27 (C): -0.45, atom 28 (C): 0.20, atom 29 (O): -0.37, atom 30 (N): 0.05, atom 31 (H): 0.34, atom 32 (H): 0.36, atom 33 (C): -0.86, atom 34 (H): 0.13, atom 35 (H): 0.33, atom 36 (H): 0.26, atom 37 (H): 0.35, atom 38 (H): 0.39, atom 39 (H): 0.35, atom 40 (C): -0.92, atom 41 (N): 0.17, atom 42 (C): -0.17, atom 43 (C): -0.60, atom 44 (C): 0.61, atom 45 (C): -0.65, atom 46 (C): -0.36, atom 47 (C): 0.27, atom 48 (C): -0.33, atom 49 (C): -0.59, atom 50 (N): 0.20, atom 51 (C): -0.43, atom 52 (C): -0.58, atom 53 (C): -1.00, atom 54 (H): 0.38, atom 55 (H): 0.29, atom 56 (H): 0.29, atom 57 (H): 0.35, atom 58 (H): 0.55, atom 59 (H): 0.50, atom 60 (H): 0.49, atom 61 (H): 0.63, atom 62 (H): 0.62, atom 63 (H): 0.40, atom 64 (H): 0.50, atom 65 (H): 0.35, atom 66 (H): 0.38, atom 67 (H): 0.38, atom 68 (As): 2.03, atom 69 (F): -0.50, atom 70 (F): -0.51, atom 71 (F): -0.47, atom 72 (F): -0.50, atom 73 (F): -0.49, atom 74 (F): -0.54, atom 75 (As): 2.09, atom 76 (F): -0.48, atom 77 (F): -0.70, atom 78 (F): -0.48, atom 79 (F): -0.53, atom 80 (F): -0.51, atom 81 (F): -0.52, atom 82 (As): 2.05, atom 83 (F): -0.53, atom 84 (F): -0.66, atom 85 (F): -0.46, atom 86 (F): -0.53, atom 87 (F): -0.51, atom 88 (F): -0.48, atom 89 (As): 2.04, atom 90 (F): -0.49, atom 91 (F): -0.51, atom 92 (F): -0.52, atom 93 (F): -0.48, atom 94 (F): -0.50, atom 95 (F): -0.51, atom 96 (As): 2.14, atom 97 (F): -0.52, atom 98 (F): -0.48, atom 99 (F): -0.42